*i*
Entry from OMol25: a molecular structure, C3H4N2O2 (ωB97M-V/def2-TZVPD).

Computed properties:
HOMO-LUMO gap = 9.299 eV

Last column: Löwdin charge in e.
Element x y z (Å)
1 C -1.49 -0.29 -0.06  -0.030
2 N -0.13 -0.05 0.25  -0.139
3 N 0.72 -1.22 0.28  0.173
4 C 1.67 -0.58 -0.27  -0.155
5 O 1.84 0.76 0.08  0.108
6 C 0.55 1.12 0.45  -0.510
7 O 0.15 2.19 0.81  0.129
8 H -1.62 -0.86 -1.00  0.095
9 H -1.89 -0.86 0.77  0.089
10 H -1.96 0.68 -0.16  0.100
11 H 2.18 -0.87 -1.16  0.140

*ii*
Entry from OMol25: a single C3H4N2O2 molecule (ωB97M-V/def2-TZVPD).

Computed properties:
SMILES string = NN=c1occo1
HOMO-LUMO gap = 8.833 eV

Last column: Löwdin charge in e.
Element x y z (Å)
1 N 2.47 0.11 -0.14  -0.050
2 N 1.45 -0.81 -0.13  0.020
3 C 0.26 -0.46 0.07  -0.426
4 O -0.25 0.83 0.07  0.038
5 C -1.65 0.70 -0.10  -0.095
6 C -1.97 -0.53 -0.10  -0.082
7 O -0.81 -1.28 0.09  0.055
8 H 2.24 1.09 0.19  0.093
9 H 3.44 -0.17 0.30  0.126
10 H -2.28 1.68 -0.05  0.168
11 H -2.89 -1.16 -0.20  0.153

*i* is preferred energetically. Next in line: 38.1 kJ/mol higher.

*i*
Entry from OMol25: 2 unconnected molecules or ions with the total composition C6H13O3 (ωB97M-V/def2-TZVPD).

Computed properties:
⟨S²⟩ = 0.75
HOMO-LUMO gap (alpha / beta) = 8.370 / 10.932 eV
Spin multiplicity = 2

Last column: Löwdin charge in e.
Element x y z (Å)
1 H -0.16 0.49 5.13  0.015
2 C -4.15 -2.51 4.82  -0.163
3 C -4.61 -1.80 3.62  -0.127
4 C -3.43 -3.78 4.85  -0.204
5 C -2.44 -3.87 6.05  -0.155
6 O -1.88 -5.21 6.08  -0.038
7 C -1.22 -5.54 7.23  -0.523
8 O -1.04 -4.75 8.14  0.091
9 C -0.80 -6.96 7.14  0.020
10 H -4.09 -1.94 5.74  0.093
11 H -4.64 -0.74 3.91  0.068
12 H -3.86 -1.89 2.83  0.078
13 H -5.58 -2.07 3.18  0.080
14 H -4.09 -4.66 4.87  0.126
15 H -2.86 -3.86 3.92  0.116
16 H -1.57 -3.18 5.94  0.141
17 H -2.98 -3.66 7.00  0.132
18 H -1.22 -7.39 6.24  0.084
19 H 0.27 -6.99 7.13  0.090
20 H -1.14 -7.50 8.02  0.091
21 O 0.58 0.00 4.79  -0.053
22 H 1.31 0.64 4.82  0.037

*ii*
Entry from OMol25: a molecular structure, C6H13O3 (ωB97M-V/def2-TZVPD).

Computed properties:
⟨S²⟩ = 0.76
HOMO-LUMO gap (alpha / beta) = 9.846 / 9.181 eV
Spin multiplicity = 2

Last column: Löwdin charge in e.
Element x y z (Å)
1 H 3.63 -3.55 2.00  -0.052
2 C 4.83 -3.37 1.63  -0.294
3 C 5.89 -4.14 2.41  -0.016
4 C 5.04 -3.66 0.14  -0.185
5 C 4.47 -5.04 -0.32  -0.082
6 O 5.06 -1.96 1.95  0.013
7 C 4.18 -0.98 1.61  -0.447
8 O 3.00 -1.23 1.30  0.049
9 C 4.82 0.43 1.53  0.022
10 H 5.82 -5.23 2.42  0.094
11 H 6.83 -3.87 1.93  0.086
12 H 5.98 -3.78 3.43  0.087
13 H 4.64 -2.86 -0.51  0.118
14 H 6.14 -3.65 0.01  0.115
15 H 4.50 -5.10 -1.42  0.074
16 H 5.08 -5.88 0.08  0.074
17 H 3.42 -5.17 -0.01  0.083
18 H 5.82 0.40 1.99  0.080
19 H 4.90 0.70 0.45  0.100
20 H 4.16 1.17 2.02  0.093
21 O 2.63 -3.59 2.41  -0.086
22 H 2.00 -2.80 2.31  0.076

*i* is preferred energetically. Next in line: 109.0 kJ/mol higher.

*i*
Entry from OMol25: 4 unconnected molecules or ions with the total composition C3H13NO3 (ωB97M-V/def2-TZVPD).

Computed properties:
SMILES string = C=CNC.O.O.O
HOMO-LUMO gap = 8.565 eV

Last column: Löwdin charge in e.
Element x y z (Å)
1 C 1.13 3.11 0.46  -0.028
2 C 1.05 2.21 -0.52  -0.259
3 N 0.58 0.91 -0.38  -0.095
4 C 1.05 -0.15 -1.26  -0.104
5 H 1.20 2.87 1.51  0.043
6 H 1.43 4.12 0.26  0.033
7 H 1.41 2.43 -1.53  0.106
8 H 0.53 0.66 0.59  0.095
9 H 1.80 -0.81 -0.82  0.082
10 H 1.50 0.29 -2.15  0.077
11 H 0.22 -0.80 -1.52  0.056
12 O -2.42 -1.37 -0.48  -0.044
13 H -2.29 -0.54 -0.95  0.055
14 H -3.36 -1.53 -0.41  0.059
15 O -0.11 -3.21 0.04  -0.067
16 H 0.20 -2.71 0.80  0.019
17 H -1.05 -3.02 -0.04  0.002
18 O -1.07 -1.00 2.45  -0.049
19 H -1.51 -0.99 1.59  0.000
20 H -0.28 -0.46 2.35  0.019

*ii*
Entry from OMol25: 4 unconnected molecules or ions with the total composition C3H13NO3 (ωB97M-V/def2-TZVPD).

Computed properties:
SMILES string = C=CCN.O.O.O
HOMO-LUMO gap = 10.150 eV

Last column: Löwdin charge in e.
Element x y z (Å)
1 C -1.91 -0.67 0.06  0.005
2 C -1.69 0.47 0.71  -0.191
3 C -1.32 1.75 0.01  -0.304
4 N -0.30 2.54 0.71  -0.015
5 H -2.43 -1.55 0.44  0.059
6 H -1.61 -0.78 -0.97  0.055
7 H -1.52 0.53 1.78  0.100
8 H -2.26 2.31 -0.10  0.110
9 H -1.05 1.48 -1.00  0.107
10 H 0.23 3.05 0.02  0.073
11 H -0.67 3.19 1.38  0.072
12 O 0.90 -3.13 -1.89  -0.083
13 H 1.44 -3.09 -1.08  -0.005
14 H 0.47 -2.27 -1.83  0.014
15 O 1.93 -2.36 0.69  -0.060
16 H 2.75 -2.55 1.15  0.050
17 H 1.99 -1.42 0.46  0.008
18 O 1.63 0.50 -0.33  -0.056
19 H 1.07 0.92 0.35  0.016
20 H 2.35 1.08 -0.57  0.046

*iii*
Entry from OMol25: 3 unconnected molecules or ions with the total composition C3H13NO3 (ωB97M-V/def2-TZVPD).

Computed properties:
SMILES string = NCCCO.O.O
HOMO-LUMO gap = 9.984 eV

Last column: Löwdin charge in e.
Element x y z (Å)
1 N 3.03 1.55 0.82  -0.008
2 C 2.08 0.46 1.05  -0.301
3 C 0.68 0.70 0.47  -0.189
4 C -0.05 -0.61 0.27  -0.290
5 O -1.25 -0.52 -0.49  -0.063
6 H 2.87 1.98 -0.09  0.062
7 H 2.87 2.27 1.50  0.058
8 H 2.07 0.28 2.11  0.104
9 H 2.48 -0.49 0.67  0.105
10 H 0.17 1.35 1.19  0.114
11 H 0.78 1.21 -0.49  0.114
12 H 0.65 -1.23 -0.31  0.117
13 H -0.18 -1.10 1.23  0.119
14 H -1.21 -1.29 -1.07  0.064
15 O -2.67 3.20 -0.86  -0.064
16 H -2.31 3.13 0.03  0.027
17 H -3.05 2.32 -0.98  0.032
18 O -1.09 -4.45 -0.95  -0.044
19 H -0.60 -4.80 -0.20  0.039
20 H -1.28 -3.52 -0.84  0.004

*iii* is preferred energetically. Next in line: 14.6 kJ/mol higher.

*i*
Entry from OMol25: a gas-phase ion, C5H12NO2 (charge -1) (ωB97M-V/def2-TZVPD).

Computed properties:
SMILES string = N[C@@H](CO)CCC[O-]
Charge = -1
HOMO-LUMO gap = 5.273 eV

Last column: Löwdin charge in e.
Element x y z (Å)
1 N -1.37 0.32 1.06  0.057
2 C -0.73 0.23 -0.23  -0.432
3 C -1.35 1.17 -1.24  -0.258
4 O -2.72 0.88 -1.43  -0.064
5 C 0.80 0.40 -0.26  -0.200
6 C 1.52 -0.36 0.84  -0.238
7 C 1.49 -1.93 0.64  -0.572
8 O 1.57 -2.67 1.75  -0.368
9 H -0.84 -0.20 1.76  0.068
10 H -1.45 1.27 1.41  0.067
11 H -0.87 -0.80 -0.57  0.126
12 H -0.70 1.16 -2.12  0.113
13 H -1.26 2.19 -0.83  0.114
14 H -3.05 1.46 -2.12  0.070
15 H 1.05 1.46 -0.10  0.102
16 H 1.18 0.01 -1.20  0.110
17 H 2.57 -0.19 0.86  0.073
18 H 1.25 -0.11 1.86  0.086
19 H 2.34 -2.10 -0.10  0.074
20 H 0.58 -2.18 0.02  0.071

*ii*
Entry from OMol25: a gas-phase ion, C5H12NO2 (charge -1) (ωB97M-V/def2-TZVPD).

Computed properties:
SMILES string = [O-]CCNCCCO
Charge = -1
HOMO-LUMO gap = 5.870 eV

Last column: Löwdin charge in e.
Element x y z (Å)
1 O -2.06 -1.53 2.21  -0.363
2 C -2.54 -1.26 0.99  -0.581
3 C -1.90 0.01 0.38  -0.271
4 N -0.55 -0.30 -0.07  -0.087
5 C 0.46 0.61 0.38  -0.273
6 C 1.86 0.07 0.09  -0.167
7 C 2.37 0.43 -1.32  -0.254
8 O 1.83 1.66 -1.84  -0.113
9 H -3.66 -1.11 0.95  0.071
10 H -2.32 -2.05 0.23  0.072
11 H -2.52 0.34 -0.48  0.083
12 H -1.97 0.78 1.17  0.102
13 H -0.36 -1.25 0.21  0.088
14 H 0.38 0.80 1.46  0.110
15 H 0.30 1.57 -0.10  0.098
16 H 2.55 0.47 0.82  0.096
17 H 1.83 -1.02 0.07  0.106
18 H 1.98 -0.36 -1.95  0.106
19 H 3.44 0.61 -1.27  0.104
20 H 0.88 1.55 -1.94  0.073

*i* is preferred energetically. Next in line: 9.2 kJ/mol higher.

*i*
Entry from OMol25: a gas-phase ion, C4H9N3 (charge +2) (ωB97M-V/def2-TZVPD).

Computed properties:
Charge = +2
HOMO-LUMO gap (alpha / beta) = 10.206 / 5.159 eV

Last column: Löwdin charge in e.
Element x y z (Å)
1 C -1.12 2.09 -0.40  0.226
2 C -0.12 -1.99 0.54  -0.092
3 C -0.21 -0.08 -0.91  -0.126
4 C 1.09 1.75 0.04  0.243
5 N 0.06 -0.76 0.26  0.192
6 N 0.00 1.36 -0.56  -0.137
7 N 0.60 -2.64 1.45  0.264
8 H -1.16 3.12 -0.12  0.127
9 H -2.13 1.69 -0.75  0.153
10 H -1.00 -2.47 0.10  0.193
11 H 0.35 -0.31 -1.91  0.215
12 H -1.22 -0.06 -1.53  0.211
13 H 1.23 2.71 0.22  0.092
14 H 1.75 1.00 0.32  0.114
15 H 0.33 -3.34 2.12  0.162
16 H 1.57 -2.54 1.71  0.163

*ii*
Entry from OMol25: a gas-phase ion, C4H9N3 (charge +2) (ωB97M-V/def2-TZVPD).

Computed properties:
SMILES string = C=[NH+]C[N+](C)=C=N
Charge = +2
HOMO-LUMO gap = 10.027 eV

Last column: Löwdin charge in e.
Element x y z (Å)
1 C 2.64 -0.41 0.03  0.218
2 N 1.44 -0.37 -0.30  0.056
3 C 0.47 0.65 0.14  -0.014
4 N -0.89 0.01 0.07  -0.080
5 C -2.16 0.67 -0.34  0.062
6 C -1.00 -1.22 0.35  -0.108
7 N -1.01 -2.40 0.40  0.373
8 H 3.31 0.10 0.83  0.193
9 H 3.36 -1.10 -0.45  0.157
10 H 1.09 -0.67 -1.22  0.209
11 H 0.45 1.48 -0.55  0.166
12 H 0.71 0.92 1.23  0.190
13 H -3.00 0.00 -0.50  0.120
14 H -2.52 1.18 0.55  0.114
15 H -1.86 1.35 -1.19  0.140
16 H -1.46 -3.32 0.66  0.204

*iii*
Entry from OMol25: a gas-phase ion, C4H9N3 (charge +2) (ωB97M-V/def2-TZVPD).

Computed properties:
SMILES string = C=[N+]1CCNC1=[NH2+]
Charge = +2
HOMO-LUMO gap = 8.246 eV

Last column: Löwdin charge in e.
Element x y z (Å)
1 C 1.28 1.57 0.44  0.314
2 N 0.48 0.66 0.00  -0.023
3 C -0.95 0.95 -0.43  -0.036
4 C -1.74 -0.19 0.14  -0.162
5 N -0.84 -1.27 0.01  0.129
6 C 0.65 -0.74 -0.09  -0.103
7 N 1.67 -1.55 -0.24  0.294
8 H 0.84 2.58 0.41  0.160
9 H 2.34 1.27 0.73  0.176
10 H -1.06 0.95 -1.61  0.212
11 H -0.98 1.95 -0.16  0.110
12 H -1.96 0.08 1.22  0.164
13 H -2.69 -0.53 -0.47  0.200
14 H -1.11 -2.17 0.36  0.159
15 H 1.45 -2.55 -0.23  0.186
16 H 2.61 -1.01 -0.07  0.219

*iii* is preferred energetically. Next in line: 5.7 kJ/mol higher.

*i*
Entry from OMol25: a single C3H4N2 molecule (ωB97M-V/def2-TZVPD).

Computed properties:
SMILES string = N#C[C@H]1CN1
HOMO-LUMO gap = 11.462 eV

Last column: Löwdin charge in e.
Element x y z (Å)
1 N -2.77 0.15 0.14  0.158
2 C -1.68 0.07 -0.20  -0.207
3 C -0.28 0.10 -0.46  -0.295
4 C 0.76 0.37 0.54  -0.173
5 N 0.58 -1.01 0.15  0.037
6 H -0.14 0.18 -1.63  0.181
7 H 1.78 0.93 0.38  0.146
8 H 0.49 0.39 1.61  0.112
9 H 1.24 -1.17 -0.53  0.042

*ii*
Entry from OMol25: 2 unconnected molecules or ions with the total composition C3H4N2 (ωB97M-V/def2-TZVPD).

Computed properties:
HOMO-LUMO gap = 10.191 eV

Last column: Löwdin charge in e.
Element x y z (Å)
1 N 1.53 1.02 0.20  0.086
2 C -0.05 -2.19 0.22  -0.003
3 C -0.83 -1.29 0.43  -0.018
4 C -0.62 2.03 -0.28  0.054
5 N 0.44 1.50 -0.13  -0.245
6 H 1.46 0.00 0.11  0.039
7 H 0.62 -3.00 0.05  0.023
8 H -1.49 -0.48 0.61  0.014
9 H -1.03 2.43 -1.20  0.051

*i* is preferred energetically. Next in line: 282.4 kJ/mol higher.

*i*
Entry from OMol25: a single C3H4N2 molecule (ωB97M-V/def2-TZVPD).

Computed properties:
SMILES string = [H]/N=C/N1C=C1
HOMO-LUMO gap = 9.688 eV

Last column: Löwdin charge in e.
Element x y z (Å)
1 H 2.31 0.92 0.42  0.041
2 N 1.52 0.45 -0.02  0.087
3 C 0.62 0.16 0.82  -0.316
4 N -0.45 -0.68 0.41  -0.070
5 C -0.59 -0.58 -1.06  -0.051
6 C -1.58 -0.12 -0.40  0.002
7 H 0.67 0.37 1.90  0.110
8 H 0.09 -0.76 -1.87  0.101
9 H -2.58 0.24 -0.19  0.095

*ii*
Entry from OMol25: a single C3H4N2 molecule (ωB97M-V/def2-TZVPD).

Computed properties:
SMILES string = C#C/C=N/N
HOMO-LUMO gap = 9.316 eV

Last column: Löwdin charge in e.
Element x y z (Å)
1 C -2.67 -0.26 -0.13  0.095
2 C -1.48 0.03 0.00  -0.098
3 C -0.10 0.19 0.13  -0.325
4 N 0.72 -0.63 0.17  -0.045
5 N 1.85 -0.15 -0.17  -0.077
6 H -3.79 -0.46 0.00  0.062
7 H 0.26 1.13 0.27  0.087
8 H 2.84 -0.68 -0.07  0.148
9 H 2.36 0.83 -0.21  0.152

*i* is preferred energetically. Next in line: 160.3 kJ/mol higher.

*i*
Entry from OMol25: 2 unconnected molecules or ions with the total composition C2H2ClNO3 (ωB97M-V/def2-TZVPD).

Computed properties:
Charge = -2
HOMO-LUMO gap = 7.295 eV

Last column: Löwdin charge in e.
Element x y z (Å)
1 C -0.59 0.70 0.56  -0.712
2 C -0.54 -1.06 0.37  -0.086
3 N -1.32 -1.94 1.45  -0.069
4 O 0.43 1.11 1.12  -0.078
5 O -2.48 -2.35 1.13  -0.147
6 O -1.48 1.30 -0.04  -0.072
7 Cl 4.10 -9.83 -2.11  -1.000
8 H 0.53 -1.26 0.49  0.065
9 H -1.07 -0.95 -0.65  0.098

*ii*
Entry from OMol25: 3 unconnected molecules or ions with the total composition C2H2ClNO3 (ωB97M-V/def2-TZVPD).

Computed properties:
Charge = -2
HOMO-LUMO gap (alpha / beta) = 6.607 / 5.884 eV

Last column: Löwdin charge in e.
Element x y z (Å)
1 C -0.51 -2.50 1.80  -0.845
2 C -1.21 -1.97 0.58  0.032
3 N -0.96 -0.39 -1.92  0.021
4 O -1.55 -2.90 2.39  -0.072
5 O -1.12 -1.18 -2.82  -0.146
6 O 0.66 -2.54 2.08  -0.028
7 Cl 8.14 15.30 -2.73  -1.000
8 H -1.86 -1.12 0.73  0.018
9 H -1.58 -2.71 -0.11  0.020

*i* is preferred energetically. Next in line: 107.7 kJ/mol higher.